9 unconnected molecules or ions with the total composition C54H135O36P9 in a non-equilibrium geometry. Source: the Open Molecules 2025 dataset; level of theory: wB97M-V/def2-TZVPD.

XYZ file:
```
234
Properties=species:S:1:pos:R:3:lowdin_charge:R:1
C -0.3711 11.0291 -4.0311 -0.080
C 0.7707 11.9469 -4.2424 -0.362
O 1.8348 11.1251 -4.0588 -0.176
P 3.2538 11.6782 -3.4454 0.493
O 4.3870 10.7724 -3.6480 -0.225
O 2.9748 12.0295 -1.9057 -0.188
C 3.0975 10.8557 -1.0451 -0.240
C 2.5259 11.2412 0.3663 -0.058
O 3.4252 13.1470 -4.1872 -0.198
C 4.6351 13.4553 -4.9070 -0.262
C 5.8033 13.4782 -3.9281 -0.091
H -1.3451 11.5149 -4.0892 0.081
H -0.3404 10.2496 -4.7923 0.084
H -0.3008 10.5558 -3.0517 0.082
H 0.7021 12.5184 -5.1681 0.127
H 0.7327 12.6840 -3.4404 0.118
H 2.5471 9.9964 -1.4281 0.114
H 4.1544 10.5990 -0.9742 0.111
H 2.9463 12.1766 0.7357 0.075
H 1.4382 11.2377 0.2956 0.069
H 2.7698 10.4494 1.0746 0.071
H 4.8586 12.6610 -5.6193 0.111
H 4.6086 14.3707 -5.4981 0.118
H 6.6025 13.8832 -4.5488 0.071
H 5.6610 14.2579 -3.1798 0.082
H 6.1534 12.4975 -3.6061 0.071
C -3.2436 -12.4037 8.4244 -0.055
C -3.2657 -11.3331 7.2966 -0.278
O -4.5482 -11.1553 6.6921 -0.182
P -4.5550 -11.2623 5.0601 0.522
O -4.0322 -12.5428 4.5114 -0.243
O -6.1301 -10.9726 4.7633 -0.190
C -6.9835 -12.0700 4.7021 -0.307
C -8.4053 -11.5706 4.8713 -0.074
O -3.7194 -9.9587 4.4803 -0.203
C -3.6739 -9.6720 3.1107 -0.290
C -2.7840 -8.4308 2.9009 -0.054
H -3.8034 -11.9463 9.2402 0.069
H -3.6736 -13.3819 8.2094 0.076
H -2.2346 -12.5333 8.8160 0.072
H -3.1470 -10.3580 7.7690 0.114
H -2.4429 -11.3817 6.5833 0.109
H -6.8050 -12.4732 3.7053 0.122
H -6.7840 -12.8456 5.4416 0.120
H -8.7767 -11.0524 3.9872 0.069
H -9.1439 -12.3712 4.9104 0.077
H -8.5622 -10.7838 5.6091 0.081
H -3.3297 -10.5997 2.6535 0.113
H -4.6961 -9.5398 2.7561 0.114
H -1.7666 -8.5387 3.2768 0.071
H -2.7877 -8.0063 1.8970 0.075
H -3.2390 -7.6413 3.4992 0.072
C -2.7741 -9.5204 -12.0620 -0.077
C -1.3904 -9.8509 -11.5528 -0.265
O -0.9091 -8.7964 -10.6980 -0.197
P 0.6514 -8.6163 -10.2209 0.574
O 1.3104 -9.9531 -9.8695 -0.273
O 1.2920 -7.6811 -11.4034 -0.199
C 2.5228 -8.0756 -12.0013 -0.286
C 2.3776 -9.2345 -12.9883 -0.077
O 0.6233 -7.5146 -8.9941 -0.191
C 1.8549 -7.3383 -8.3306 -0.285
C 2.5292 -5.9879 -8.7102 -0.060
H -3.3222 -8.8045 -11.4494 0.079
H -2.7393 -8.9989 -13.0186 0.073
H -3.4042 -10.4098 -12.0561 0.078
H -1.5523 -10.6965 -10.8842 0.113
H -0.7157 -10.2145 -12.3278 0.116
H 2.9363 -7.2541 -12.5864 0.118
H 3.2115 -8.2667 -11.1784 0.109
H 3.3829 -9.4994 -13.3159 0.076
H 1.9637 -10.1713 -12.6153 0.068
H 1.8308 -8.8594 -13.8534 0.078
H 1.5948 -7.2659 -7.2745 0.115
H 2.5220 -8.1933 -8.4398 0.107
H 3.3978 -5.6749 -8.1309 0.073
H 2.9295 -6.0366 -9.7229 0.057
H 1.8125 -5.1693 -8.6441 0.077
C -5.2532 8.2389 10.9137 -0.062
C -4.2045 7.1244 10.7446 -0.287
O -4.1283 6.4402 11.9635 -0.195
P -2.9167 6.5968 13.0059 0.532
O -3.1826 6.0335 14.3588 -0.244
O -1.6542 5.9157 12.1680 -0.238
C -1.3357 4.4940 12.1278 -0.212
C -2.1544 3.9451 10.8988 -0.059
O -2.6118 8.2225 12.9941 -0.197
C -1.8344 8.8360 13.9470 -0.294
C -0.5003 9.4137 13.3473 -0.054
H -5.1009 8.8499 11.8034 0.072
H -5.0726 8.8831 10.0532 0.074
H -6.2880 7.9011 10.9698 0.076
H -4.4296 6.4214 9.9426 0.119
H -3.2548 7.5597 10.4339 0.114
H -0.2574 4.3436 12.1809 0.114
H -1.7508 4.0558 13.0354 0.102
H -1.8032 4.3623 9.9550 0.076
H -2.0545 2.8627 10.9797 0.068
H -3.2223 4.1224 11.0263 0.064
H -2.4997 9.5588 14.4192 0.121
H -1.5716 8.1379 14.7418 0.108
H 0.0971 9.9228 14.1037 0.068
H 0.1262 8.6583 12.8730 0.069
H -0.6747 10.1682 12.5802 0.065
C 1.5245 7.0025 -10.2631 -0.066
C 2.3075 5.7066 -10.2162 -0.282
O 1.9006 4.8638 -11.2728 -0.196
P 1.5028 3.3135 -11.0132 0.500
O 2.4774 2.5061 -10.2306 -0.244
O 1.2855 2.6917 -12.5293 -0.210
C 0.7103 1.3956 -12.8310 -0.232
C 0.4001 0.4400 -11.6246 -0.066
O 0.0138 3.4055 -10.3597 -0.191
C -0.9825 4.0056 -11.2101 -0.278
C -2.1589 3.0449 -11.3157 -0.073
H 0.5444 6.9407 -9.7900 0.071
H 1.9473 7.9139 -9.8404 0.077
H 1.3712 7.2071 -11.3227 0.078
H 3.3703 5.8011 -10.4384 0.124
H 2.2546 5.2636 -9.2216 0.119
H -0.2120 1.6502 -13.3531 0.096
H 1.2657 0.8552 -13.5976 0.112
H -0.2816 0.9322 -10.9310 0.053
H -0.1605 -0.3861 -12.0622 0.077
H 1.3446 0.1526 -11.1626 0.076
H -1.3667 4.9478 -10.8193 0.114
H -0.6579 4.2527 -12.2209 0.114
H -3.0243 3.6644 -11.5512 0.076
H -2.0513 2.2464 -12.0498 0.066
H -2.4042 2.6471 -10.3310 0.083
C 2.2830 -12.8892 4.7646 -0.070
C 2.3915 -11.7857 3.7501 -0.300
O 3.7178 -11.2927 3.7146 -0.187
P 4.1405 -9.9005 4.4919 0.494
O 5.5975 -9.6678 4.6850 -0.240
O 3.5309 -8.8203 3.4856 -0.203
C 4.3999 -8.0619 2.6781 -0.290
C 4.4399 -8.6757 1.2889 -0.069
O 3.2106 -9.9100 5.8157 -0.183
C 3.0409 -8.7058 6.5811 -0.257
C 2.0881 -7.7189 5.9463 -0.079
H 3.0200 -13.6760 4.6040 0.083
H 2.4055 -12.5027 5.7764 0.072
H 1.2908 -13.3371 4.7093 0.078
H 2.2086 -12.1022 2.7232 0.121
H 1.6814 -10.9697 3.8842 0.111
H 3.9816 -7.0660 2.5320 0.114
H 5.3993 -7.9210 3.0896 0.112
H 3.4912 -9.1358 1.0122 0.080
H 4.6020 -7.9362 0.5047 0.074
H 5.2567 -9.3971 1.2681 0.079
H 2.6557 -8.9235 7.5773 0.119
H 3.9997 -8.2006 6.6975 0.117
H 1.1605 -8.2378 5.7048 0.081
H 1.9273 -6.8040 6.5165 0.083
H 2.4985 -7.3649 5.0006 0.059
C -5.8915 0.3536 0.5900 -0.086
C -6.5705 0.8412 -0.6775 -0.228
O -5.8622 2.0014 -1.1939 -0.168
P -5.8935 3.4018 -0.4777 0.488
O -7.1176 3.7712 0.3255 -0.257
O -4.4805 3.4973 0.3029 -0.191
C -4.0016 4.7157 0.8307 -0.273
C -4.2784 4.7395 2.3501 -0.065
O -5.6790 4.4662 -1.7357 -0.201
C -6.7852 4.7083 -2.5657 -0.298
C -6.5662 3.9498 -3.8912 -0.071
H -5.6399 1.1138 1.3295 0.069
H -6.5282 -0.3562 1.1183 0.081
H -4.9165 -0.1101 0.4404 0.075
H -6.6719 0.0074 -1.3721 0.120
H -7.5939 1.0526 -0.3677 0.112
H -2.9242 4.7391 0.6677 0.118
H -4.5022 5.5775 0.3893 0.113
H -3.9946 3.7519 2.7137 0.073
H -3.7176 5.4501 2.9572 0.073
H -5.3492 4.8952 2.4811 0.072
H -7.7808 4.5198 -2.1640 0.115
H -6.7600 5.7720 -2.8021 0.113
H -5.4974 3.8567 -4.0836 0.077
H -7.0014 2.9515 -3.8459 0.067
H -7.0061 4.5349 -4.6989 0.070
C 6.6369 2.3906 2.5931 -0.059
C 5.7675 3.5949 3.0245 -0.239
O 6.1329 3.7689 4.3958 -0.205
P 4.9952 3.6867 5.5081 0.465
O 3.6799 4.2994 5.1766 -0.239
O 4.9440 2.0985 5.8160 -0.188
C 6.1601 1.5200 6.3505 -0.251
C 5.8011 0.9859 7.7714 -0.064
O 5.7619 4.2631 6.8233 -0.195
C 6.2037 5.5624 6.9559 -0.324
C 5.3040 6.2089 7.9559 -0.074
H 7.6619 2.7345 2.7319 0.073
H 6.6293 1.4944 3.2134 0.068
H 6.4875 2.1720 1.5358 0.076
H 5.9664 4.5288 2.4988 0.122
H 4.7122 3.3469 2.9112 0.109
H 6.3941 0.7479 5.6175 0.114
H 6.9831 2.2123 6.5278 0.107
H 5.0675 0.1981 7.6000 0.071
H 6.6463 0.6002 8.3414 0.073
H 5.3072 1.7106 8.4187 0.074
H 7.2520 5.5949 7.2530 0.124
H 6.0723 6.1428 6.0427 0.120
H 5.4980 7.2281 8.2899 0.082
H 4.3792 6.2662 7.3819 0.077
H 5.1354 5.5238 8.7868 0.083
C 0.1218 2.5423 -3.1143 -0.087
C 1.0215 1.3300 -3.0113 -0.237
O 0.7089 0.6263 -1.7561 -0.219
P 0.8991 -0.9718 -1.5513 0.572
O 2.3697 -1.3784 -1.5353 -0.275
O -0.0549 -1.5850 -2.7446 -0.208
C -1.3551 -1.1016 -2.8547 -0.290
C -1.6330 -1.0989 -4.3654 -0.058
O 0.0572 -1.2866 -0.1303 -0.203
C 0.6573 -0.8561 1.0882 -0.290
C -0.4389 -0.9555 2.1472 -0.073
H 0.0824 3.0173 -2.1340 0.079
H 0.4423 3.2762 -3.8538 0.083
H -0.9017 2.2624 -3.3638 0.066
H 0.8783 0.7876 -3.9458 0.115
H 2.0090 1.7894 -2.9680 0.119
H -1.8713 -1.9378 -2.3830 0.123
H -1.4574 -0.1195 -2.3930 0.114
H -2.7116 -1.0685 -4.5193 0.072
H -1.2873 -0.1554 -4.7878 0.062
H -1.2697 -1.9019 -5.0067 0.084
H 1.5761 -1.4077 1.2869 0.117
H 0.9959 0.1798 1.0676 0.112
H -1.2974 -0.3013 1.9959 0.076
H -0.8313 -1.9698 2.2198 0.072
H -0.0151 -0.8308 3.1437 0.075
```

Its HOMO energy is -0.3812 Ha. Its structure (SMILES) is CCOP(=O)(OCC)OCC.CCOP(=O)(OCC)OCC.CCOP(=O)(OCC)OCC.CCOP(=O)(OCC)OCC.CCOP(=O)(OCC)OCC.CCOP(=O)(OCC)OCC.CCOP(=O)(OCC)OCC.CCOP(=O)(OCC)OCC.CCOP(=O)(OCC)OCC. The relative energy (zero: lowest compared OMol25 entry of this formula, charge and spin) is 105.6 kcal per mole. The calculation puts the LUMO energy at 0.31 eV.